No. 1
Entry from the Open Molecules 2025 dataset: 2 unconnected molecules or ions with the total composition C4H10OS (wB97M-V/def2-TZVPD).

Properties
DFT total energy ... -631.74914 Ha
Highest occupied orbital energy ... -8.988 eV
Frontier orbital gap ... 0.353 Ha

```
! wB97M-V def2-TZVPD RIJCOSX def2/J DEFGRID3
* xyz 0 1
C 2.98986 -0.00171 -0.80757
C 2.66980 -1.28018 -0.67377
O 1.66271 -1.65543 0.17490
H 3.46527 0.32421 -1.74029
H 2.68242 0.75828 -0.08240
H 3.01994 -2.00421 -1.39718
H 1.36742 -2.55304 0.05281
C -2.30318 0.12759 -1.14751
C -1.98292 -0.01103 0.36442
S -1.25608 1.46276 1.10359
H -1.43046 -0.16334 -1.77815
H -2.61444 1.15650 -1.23410
H -3.16074 -0.51570 -1.35266
H -3.11468 -0.23356 0.92497
H -1.47804 -1.00296 0.58675
H -0.18242 1.06513 0.55023
*
```

No. 2
Entry from the Open Molecules 2025 dataset: 5 unconnected molecules or ions with the total composition C64H144BF4P4 (wB97M-V/def2-TZVPD).

Properties
DFT total energy ... -4314.08884 Ha
Highest occupied orbital energy ... -16.089 eV
Frontier orbital gap ... 0.416 Ha

```
! wB97M-V def2-TZVPD RIJCOSX def2/J DEFGRID3
* xyz 3 1
C -2.30983 5.38731 -4.75793
C -3.58702 4.89666 -4.08649
C -3.27933 3.49424 -3.40853
C -4.49716 2.57834 -3.49267
P -4.34621 1.04744 -2.52783
C -4.22699 1.23503 -0.75132
C -5.47912 1.79170 -0.05291
C -5.34749 1.81554 1.42404
C -4.13105 2.59724 1.93536
C -5.78994 0.02073 -2.96010
C -5.85067 -1.34758 -2.32968
C -6.78615 -2.37028 -2.94764
C -8.26098 -2.10898 -2.86137
C -2.90301 0.16724 -2.96040
C -2.99365 -0.36447 -4.42555
C -1.69757 -0.99267 -4.82033
C -1.63434 -1.43529 -6.27125
H -1.50995 5.19651 -4.06897
H -2.20770 6.43808 -5.08738
H -2.13660 4.85824 -5.72372
H -4.45295 4.79212 -4.77066
H -3.96274 5.60036 -3.30971
H -2.93261 3.66655 -2.38342
H -2.44305 2.91375 -3.89685
H -4.76419 2.30913 -4.49637
H -5.39724 3.01793 -3.05884
H -3.32810 1.83969 -0.52367
H -3.80497 0.23188 -0.35788
H -6.34344 1.18763 -0.43916
H -5.68108 2.91224 -0.32526
H -5.30044 0.80641 1.83166
H -6.33356 2.12096 1.85843
H -4.09486 3.62679 1.61832
H -3.28181 2.08973 1.44269
H -4.10289 2.54099 3.04106
H -5.81459 -0.05186 -4.07226
H -6.64843 0.71021 -2.74080
H -6.00066 -1.23880 -1.22864
H -4.84105 -1.81387 -2.38721
H -6.44736 -3.35950 -2.64116
H -6.52554 -2.39397 -4.04294
H -8.89557 -2.89289 -3.40537
H -8.58442 -1.09313 -3.24916
H -8.73562 -2.17060 -1.86761
H -2.54967 -0.63304 -2.26235
H -2.05722 0.92092 -2.94917
H -3.36517 0.40256 -5.16164
H -3.66072 -1.19967 -4.40894
H -1.57113 -1.85555 -4.26101
H -0.85089 -0.26949 -4.70569
H -2.43729 -2.03255 -6.65694
H -0.77148 -2.00850 -6.48777
H -1.49292 -0.57463 -6.90477
C 2.47275 1.96861 -1.41049
C 3.86715 1.81814 -1.00476
C 4.71483 2.92006 -1.67623
C 6.20133 2.88859 -1.27765
P 7.23688 4.21254 -1.86111
C 6.71673 5.80391 -1.20593
C 6.26339 6.92926 -2.17094
C 5.28621 7.87379 -1.41653
C 4.91028 9.14466 -2.22485
C 8.90298 3.80872 -1.18255
C 9.98572 4.86165 -1.52258
C 11.43367 4.63049 -1.15665
C 12.18617 5.92791 -1.55920
C 7.47954 4.16764 -3.65107
C 6.16207 4.07032 -4.42390
C 6.23579 4.67940 -5.82940
C 4.97556 4.30432 -6.57962
H 2.38658 2.52666 -2.38348
H 1.86622 2.45275 -0.62838
H 1.90882 1.03784 -1.55868
H 4.18844 0.78343 -1.29684
H 3.98181 1.89386 0.08656
H 4.23327 3.87189 -1.42906
H 4.54628 2.76916 -2.75824
H 6.62800 1.95192 -1.54110
H 6.40262 2.94510 -0.19570
H 7.55574 6.18734 -0.61237
H 5.84003 5.56184 -0.57419
H 5.78528 6.51173 -3.06567
H 7.17164 7.49655 -2.52344
H 5.83744 8.16219 -0.51207
H 4.37499 7.34553 -1.16801
H 4.36405 9.77972 -1.52050
H 4.32099 8.84695 -3.08197
H 5.79804 9.65904 -2.56409
H 9.13425 2.82216 -1.62243
H 8.76086 3.70639 -0.14537
H 9.57627 5.79612 -1.00213
H 10.01111 4.94479 -2.60179
H 11.92273 3.93272 -1.83351
H 11.46622 4.23587 -0.12316
H 12.07717 6.04732 -2.61687
H 13.23572 5.84591 -1.38133
H 11.83094 6.80374 -1.03153
H 8.08060 3.26210 -3.96854
H 8.09677 5.06169 -3.91695
H 5.36412 4.61428 -3.84945
H 5.83728 3.03120 -4.48393
H 7.03903 4.24017 -6.40001
H 6.38323 5.74978 -5.80384
H 4.10383 4.63533 -5.98300
H 4.82712 3.27407 -6.88252
H 4.89702 4.89574 -7.51379
C -0.38214 -5.82092 4.42135
C -0.52134 -6.23649 2.97801
C -2.03207 -6.26689 2.60579
C -2.32286 -6.66970 1.15735
P -2.43735 -5.31993 -0.02381
C -3.62836 -4.07180 0.52888
C -4.96391 -4.67148 0.78917
C -5.86060 -3.80744 1.67184
C -6.20512 -2.45725 1.01265
C -0.85167 -4.46538 -0.34198
C 0.41850 -5.34480 -0.64647
C 1.52416 -4.48032 -1.19369
C 1.50751 -4.44888 -2.73076
C -3.11811 -6.15107 -1.44853
C -3.52647 -5.33602 -2.65850
C -4.09880 -6.11345 -3.88022
C -5.46209 -6.76885 -3.52075
H -1.00108 -6.49384 5.09935
H -0.54477 -4.80925 4.77414
H 0.62811 -6.08112 4.70961
H -0.04559 -7.21548 2.76631
H 0.05797 -5.59515 2.37141
H -2.48771 -5.35131 2.90538
H -2.57646 -7.02109 3.25539
H -3.24694 -7.18671 1.05587
H -1.49379 -7.32149 0.80279
H -3.68220 -3.28529 -0.18032
H -3.27066 -3.73172 1.53015
H -4.85147 -5.64973 1.25451
H -5.49315 -4.84963 -0.16974
H -5.35803 -3.60581 2.61634
H -6.68112 -4.38617 1.89412
H -5.37531 -1.75268 0.78531
H -6.96043 -1.86936 1.51807
H -6.68912 -2.59709 0.07462
H -0.65668 -3.87821 0.56120
H -1.18253 -3.82369 -1.17053
H 0.11734 -6.12784 -1.29362
H 0.78136 -5.84874 0.21379
H 2.42732 -4.93773 -0.83081
H 1.35591 -3.46212 -0.78842
H 2.16943 -3.67359 -3.19766
H 0.46446 -4.33681 -3.13357
H 1.97224 -5.31587 -3.14693
H -3.89383 -6.67980 -1.00696
H -2.41781 -6.99279 -1.75818
H -2.67659 -4.71819 -2.97088
H -4.32695 -4.68951 -2.38590
H -3.39563 -6.93600 -4.13510
H -4.20038 -5.55087 -4.78689
H -5.78172 -7.46111 -4.26576
H -6.26728 -6.05648 -3.28182
H -5.30649 -7.32543 -2.65129
C 2.79844 -4.06908 1.95963
C 2.72797 -3.60266 3.40804
C 1.94471 -2.22477 3.51370
C 1.73872 -1.78091 4.97809
P 0.51828 -0.43537 5.17093
C 0.82387 0.79587 3.84187
C 0.46642 2.24204 4.31190
C 0.13935 3.22341 3.09808
C -0.12353 4.57209 3.78816
C -1.08047 -1.22748 5.07539
C -2.22268 -0.18748 5.18226
C -3.70101 -0.73483 5.13048
C -4.27431 -1.13382 3.79332
C 0.73659 0.20356 6.80808
C 0.89190 -0.90144 7.84379
C 0.98686 -0.45461 9.28507
C 1.11297 -1.61295 10.22609
H 3.29969 -5.05768 1.89111
H 3.28172 -3.26844 1.35120
H 1.78522 -4.32001 1.62591
H 3.66207 -3.44251 3.79888
H 2.22842 -4.31247 4.11905
H 0.99901 -2.33715 2.94334
H 2.53338 -1.48755 2.96293
H 2.68929 -1.58633 5.45758
H 1.32174 -2.52067 5.65369
H 0.20715 0.44207 3.04277
H 1.88531 0.66423 3.69460
H 1.35592 2.67725 4.79613
H -0.27394 2.34155 5.10967
H -0.74807 2.87375 2.65660
H 1.00298 3.18530 2.41874
H -0.85560 4.53588 4.64765
H -0.46001 5.30988 3.04592
H 0.74897 5.06041 4.18096
H -1.20745 -1.96608 5.89738
H -1.06532 -1.79496 4.13252
H -2.18820 0.68626 4.59610
H -2.13145 0.26170 6.23428
H -4.45440 0.03219 5.41353
H -3.85296 -1.50120 5.88004
H -3.60199 -0.68366 3.03295
H -5.26489 -0.71382 3.64794
H -4.24028 -2.22509 3.63315
H -0.06323 0.94551 6.99765
H 1.64717 0.80471 6.82585
H 1.74562 -1.50548 7.56559
H 0.09182 -1.62402 7.68785
H 0.14005 0.19820 9.54159
H 1.84993 0.09209 9.43387
H 0.17341 -2.09382 10.38012
H 1.53918 -1.23854 11.10424
H 1.80370 -2.33361 9.77207
B -1.09664 -1.05634 0.76720
F 0.15284 -0.92566 0.12146
F -2.03131 -1.48633 -0.29247
F -1.12674 -2.09084 1.79595
F -1.53290 0.13830 1.28389
*
```

No. 3
Entry from the Open Molecules 2025 dataset: a molecular structure, C17H13Cl3CsGeN4O4Se (wB97M-V/def2-TZVPD).

Properties
DFT total energy ... -7054.80638 Ha
Highest occupied orbital energy (alpha / beta) ... -1.749 / -2.107 eV
Frontier orbital gap (alpha / beta) ... 0.212 / 0.224 Ha

```
! wB97M-V def2-TZVPD RIJCOSX def2/J DEFGRID3
* xyz -2 2
Cs -1.25985 0.86299 -0.77220
C 3.99370 3.03970 -1.25645
C 2.98757 3.29641 -0.33398
C 2.24466 2.26067 0.20989
C 2.48245 0.93345 -0.16959
C 3.49344 0.68511 -1.10596
C 4.24067 1.72590 -1.63731
N 1.64824 -0.07953 0.29541
C 2.05883 -0.97546 1.14254
C 3.39156 -0.99240 1.73856
C 3.76800 -1.95394 2.61368
C 2.88638 -3.00684 3.01006
C 1.62624 -3.03021 2.49986
C 1.16992 -2.04728 1.58215
N -0.08553 -2.02068 1.07515
N -0.88018 -2.96495 1.39067
C -2.16248 -2.80756 0.84605
C -2.99365 -3.93369 0.82401
C -4.25732 -3.82427 0.28355
C -4.68438 -2.60202 -0.22098
C -3.80100 -1.53581 -0.13752
N -2.58279 -1.62712 0.39004
H 4.55903 3.85429 -1.69189
H 2.75786 4.31598 -0.04904
H 1.44542 2.46670 0.91176
H 3.66658 -0.33855 -1.41760
H 5.01187 1.51034 -2.36893
H 4.07905 -0.20201 1.46619
H 4.76882 -1.91894 3.03399
H 3.21607 -3.75929 3.71590
H 0.91886 -3.79890 2.78296
H -2.61609 -4.86691 1.22095
H -4.91045 -4.68932 0.24794
H -5.66288 -2.47444 -0.66167
H -4.09559 -0.55723 -0.50963
Cl -0.45666 3.65051 -2.51497
Ge -2.38672 4.51814 -1.71172
Cl -2.20250 6.59001 -2.64812
Cl -1.46898 4.59710 0.60782
O -5.62662 2.15510 -2.79701
Se -4.03220 2.25990 -2.55796
O -3.17398 1.04166 -3.19728
O -3.60187 2.48028 -0.97734
O -3.47350 3.76314 -3.15198
*
```

No. 4
Entry from the Open Molecules 2025 dataset: a single C12H15N molecule (wB97M-V/def2-TZVPD).

Properties
DFT total energy ... -520.97620 Ha
Highest occupied orbital energy ... -8.723 eV
Frontier orbital gap ... 0.353 Ha

```
! wB97M-V def2-TZVPD RIJCOSX def2/J DEFGRID3
* xyz 0 1
N -2.92534 -0.95686 -0.67815
C -1.41208 -0.70454 -0.82985
C -1.17465 0.79004 -1.19788
C -0.27410 1.42929 -0.12062
C -0.96752 1.35471 1.22846
C -1.01134 -0.15076 1.64270
C -0.63717 -1.03382 0.48346
C 0.83094 -0.73596 0.28823
C 1.91855 -1.55377 0.31105
C 3.12767 -1.03159 -0.07810
C 3.28255 0.27672 -0.51203
C 2.22257 1.16209 -0.39945
C 1.01788 0.65901 -0.03843
H -3.24609 -0.61897 -1.68319
H -3.18158 -1.96696 -0.82569
H -1.06911 -1.41427 -1.68894
H -2.09446 1.38472 -0.97506
H -0.77170 0.99826 -2.15699
H -0.16848 2.47916 -0.33705
H -2.00670 1.79994 1.17736
H -0.35142 1.95760 1.98938
H -2.05796 -0.22178 1.88829
H -0.37652 -0.40372 2.57140
H -0.99896 -2.10592 0.62351
H 1.76286 -2.62804 0.64731
H 3.96917 -1.67107 0.01353
H 4.32457 0.60352 -0.88447
H 2.26842 2.30296 -0.45878
*
```

No. 5
Entry from the Open Molecules 2025 dataset: a single C29H39N3O6 molecule (wB97M-V/def2-TZVPD).

Properties
DFT total energy ... -1744.20763 Ha
Highest occupied orbital energy ... -7.596 eV
Frontier orbital gap ... 0.299 Ha

```
! wB97M-V def2-TZVPD RIJCOSX def2/J DEFGRID3
* xyz 0 1
C -3.15642 -3.59219 -1.83418
C -2.64979 -2.97064 -0.53480
O -1.28915 -3.23245 -0.26142
C -0.38696 -2.54895 -1.11042
C 1.04028 -2.73580 -0.59968
C 1.21007 -2.29471 0.85958
N 0.62537 -0.99441 1.08583
C 1.13755 0.13044 0.57215
O 2.19753 0.20528 -0.02698
C 0.21953 1.29214 0.93106
C -0.37979 2.26208 -0.10891
C -0.02527 2.19519 -1.60825
O -0.87984 2.44995 -2.43395
N 1.27225 1.95938 -1.87695
C 1.88583 1.90060 -3.13685
C 1.30631 2.39509 -4.30255
C 1.99329 2.32417 -5.49517
C 3.27002 1.76508 -5.56373
O 3.85107 1.77860 -6.79888
C 5.09453 1.14069 -6.99684
C 4.97345 -0.37951 -7.06683
C 3.84654 1.27110 -4.39810
C 3.15778 1.34242 -3.20128
C -1.90025 1.91469 0.05113
C -2.32260 2.40396 1.41828
C -1.82075 1.52864 2.28166
C -1.06612 0.54477 1.41762
O -1.85396 0.51182 0.23621
C -0.60313 -0.84086 1.83029
C -0.34190 -0.91340 3.34556
O 0.75546 -0.73611 3.82479
N -1.45148 -1.17881 4.05583
C -1.46622 -1.25550 5.50460
C -2.05222 0.01836 6.12479
C -3.54590 0.14971 5.83930
C -4.29173 -1.07863 6.35185
C -3.74566 -2.34689 5.70284
C -2.24732 -2.48790 5.96574
H -2.90141 -4.64892 -1.86499
H -2.72136 -3.09863 -2.69912
H -4.23657 -3.48747 -1.88619
H -3.18886 -3.40743 0.31206
H -2.82392 -1.88350 -0.54954
H -0.64851 -1.48032 -1.13813
H -0.44975 -2.93857 -2.13551
H 1.32013 -3.78651 -0.67465
H 1.70321 -2.14710 -1.23433
H 0.71809 -3.00156 1.52694
H 2.27448 -2.24835 1.10462
H 0.70543 1.84073 1.74298
H -0.19363 3.30020 0.18396
H 1.86059 1.58930 -1.12939
H 0.31980 2.82519 -4.26987
H 1.55538 2.70629 -6.40366
H 5.81289 1.43908 -6.22281
H 5.44702 1.52776 -7.95742
H 5.94726 -0.81671 -7.27042
H 4.28703 -0.65679 -7.86291
H 4.59283 -0.78130 -6.13107
H 4.83199 0.83242 -4.39966
H 3.60932 0.95161 -2.30104
H -2.50475 2.18869 -0.80790
H -2.87276 3.30587 1.59666
H -1.82739 1.52882 3.35276
H -1.32434 -1.60555 1.52579
H -2.33454 -1.27007 3.57989
H -0.41519 -1.34673 5.79971
H -1.89399 -0.02202 7.20388
H -1.51023 0.88587 5.74305
H -3.93149 1.04761 6.32599
H -3.71550 0.26085 4.76537
H -5.35827 -0.98254 6.14000
H -4.17038 -1.14695 7.43509
H -4.26451 -3.22039 6.10202
H -3.93987 -2.31876 4.62774
H -2.08296 -2.61466 7.03707
H -1.85873 -3.37352 5.45946
*
```

No. 6
Entry from the Open Molecules 2025 dataset: a molecular structure, C5H11O4Yb (wB97M-V/def2-TZVPD).

Properties
DFT total energy ... -1656.31191 Ha
Highest occupied orbital energy (alpha / beta) ... -10.703 / -10.702 eV
Frontier orbital gap (alpha / beta) ... 0.252 / 0.203 Ha

```
! wB97M-V def2-TZVPD RIJCOSX def2/J DEFGRID3
* xyz 1 3
C -0.90164 4.27299 1.14418
O -2.04112 3.50044 1.35311
C 0.03528 3.62009 0.12903
O 0.16327 2.24773 0.52830
C 0.69778 1.33618 -0.42510
C 0.39643 -0.05099 0.07403
O -0.96902 -0.10239 0.49413
C -1.47553 -1.42517 0.67798
Yb -1.82537 1.67609 1.33090
H -0.33774 4.42633 2.08635
H -1.14960 5.27832 0.75577
H 1.02691 4.09357 0.10239
H -0.40932 3.64514 -0.87949
H 1.78227 1.47411 -0.53461
H 0.21759 1.51062 -1.40144
H 1.15820 -0.44945 0.91259
H -2.53301 -1.34161 0.94746
H -1.37017 -1.99056 -0.25675
H -0.91516 -1.91937 1.48328
H 0.56536 -0.79468 -0.72683
O 2.85122 -2.09442 1.31799
*
```

No. 7
Entry from the Open Molecules 2025 dataset: a single C4H6N2O molecule (wB97M-V/def2-TZVPD).

Properties
DFT total energy ... -340.64623 Ha
Highest occupied orbital energy (alpha / beta) ... -7.331 / -7.330 eV
Frontier orbital gap (alpha / beta) ... 0.293 / 0.293 Ha

```
! wB97M-V def2-TZVPD RIJCOSX def2/J DEFGRID3
* xyz 0 1
N -2.09658 0.54583 -0.40791
C -0.77305 0.12123 -0.18823
C -0.40941 -1.26412 -0.35071
N 0.77811 -1.61361 0.01072
C 1.65961 0.50966 0.03066
O 2.27693 0.98918 1.11678
C 0.28918 0.93455 0.03756
H -2.77799 -0.16408 -0.16962
H -2.31096 1.39026 0.10700
H -1.12294 -1.93874 -0.84101
H 1.02553 -2.52859 -0.37092
H 3.22902 0.99738 0.95180
H 0.23254 2.02104 0.07388
*
```

No. 8
Entry from the Open Molecules 2025 dataset: a gas-phase ion, CH4N3 (charge +1) (wB97M-V/def2-TZVPD).

Properties
DFT total energy ... -204.39630 Ha
Highest occupied orbital energy ... -16.150 eV
Frontier orbital gap ... 0.423 Ha

```
! wB97M-V def2-TZVPD RIJCOSX def2/J DEFGRID3
* xyz 1 1
N 1.14564 0.06760 0.06918
C -0.13153 0.00966 -0.00739
N -1.23706 0.75657 0.07762
N -1.25172 -0.83793 -0.07595
H 1.69957 0.87102 0.20147
H 1.66678 -0.73530 0.09150
H -1.82429 1.33131 -0.53086
H -1.32654 -1.49321 0.70144
*
```

No. 9
Entry from the Open Molecules 2025 dataset: 2 unconnected molecules or ions with the total composition C2H7NS (wB97M-V/def2-TZVPD).

Properties
DFT total energy ... -533.25122 Ha
Highest occupied orbital energy ... -8.319 eV
Frontier orbital gap ... 0.340 Ha

```
! wB97M-V def2-TZVPD RIJCOSX def2/J DEFGRID3
* xyz 0 1
C 0.96658 -2.28976 -2.48262
C 1.24846 -1.50965 -1.32984
N 0.49849 -0.32737 -0.96174
H 1.50202 -3.22448 -2.79187
H -0.13048 -2.37732 -3.03228
H 1.85018 -1.78063 -0.47578
H -0.01995 -0.04083 -1.90872
H 1.21010 0.40484 -0.56599
S -2.47916 3.14369 4.61732
H -1.91526 4.12288 5.39363
H -2.73097 3.87863 3.53789
*
```

Values of F_max, in order: 0.095, 0.069, 0.014, 0.066, 0.013, 0.122, 0.008, 0.071, 0.070, all in Eh/bohr.